This record from the Open Molecules 2025 dataset describes 2 unconnected molecules or ions with the total composition C2Cl4P2. The level of theory is ωB97M-V/def2-TZVPD.

Properties
HOMO level (spin up / spin down) = -9.071 / -9.072 eV
E_LUMO (spin up / spin down) = -2.59 / -2.59 eV
relative energy (zero: lowest compared OMol25 entry of this formula, charge and spin) = 199.0 kJ/mol
frontier orbital gap (spin up / spin down) = 6.479 / 6.480 eV
total charge = 0
total energy = -2599.61000 a.u.
F_max = 3.8 eV/A

Atoms and positions in Å:
C: 0.497 0.064 -0.869
C: 0.164 0.428 0.230
P: 1.049 -0.217 -2.536
P: -0.993 1.183 2.716
Cl: 0.457 -2.150 -2.737
Cl: 3.031 -0.464 -2.175
Cl: -1.465 -0.626 3.396
Cl: -2.741 1.783 1.976